10 unconnected molecules or ions with the total composition C6H25NO9, computed with ωB97M-V with the def2-TZVPD basis set.

The energy relative to the best compared isomer or geometry (same formula, charge and spin) comes out at 1.7563 eV. The calculation puts the highest occupied orbital energy at -0.289 Ha. As for the LUMO energy: -0.02 eV. The HOMO-LUMO gap is 0.28843 Eh.

```
41
Properties=species:S:1:pos:R:3:mulliken_charge:R:1
N 1.72 0.53 0.76 -0.09
C 0.77 1.40 0.37 0.75
C -0.40 1.17 -0.49 -0.68
C -1.45 2.08 -0.79 -0.61
C -1.33 3.22 -0.01 -0.21
C -0.20 3.56 0.79 -0.67
C 0.91 2.77 0.86 -1.06
H 1.39 -0.58 0.84 0.22
H 2.42 0.94 1.45 0.21
H -0.35 0.27 -1.00 0.49
H -2.24 1.82 -1.43 0.40
H -2.15 3.88 0.00 0.41
H -0.35 4.54 1.22 0.38
H 1.75 3.14 1.31 0.52
O -2.82 0.09 1.22 -0.75
H -3.13 -0.74 0.90 0.22
H -2.03 0.48 0.94 0.51
O -1.49 -2.16 0.50 -0.73
H -1.58 -1.51 1.17 0.38
H -0.71 -1.83 -0.08 0.33
O -1.88 1.05 3.84 -0.64
H -2.38 1.02 2.99 0.32
H -1.33 1.79 3.77 0.29
O 0.64 -2.05 -1.64 -0.57
H 1.28 -2.64 -2.04 0.26
H 0.13 -1.65 -2.42 0.33
O -1.57 -1.22 -3.30 -0.70
H -2.18 -1.35 -2.56 0.35
H -1.94 -2.03 -3.87 0.33
O 2.49 -1.42 2.48 -0.57
H 2.52 -1.62 3.39 0.25
H 3.28 -1.77 2.03 0.31
O -2.65 -3.48 -1.57 -0.63
H -1.81 -4.01 -1.84 0.32
H -2.65 -3.25 -0.68 0.31
O 4.00 -1.46 -0.30 -0.63
H 3.08 -1.38 -0.50 0.31
H 4.53 -1.37 -1.15 0.30
O 2.77 1.49 -1.98 -0.62
H 2.98 1.34 -1.13 0.35
H 1.95 0.96 -2.05 0.32
```



6 unconnected molecules or ions with the total composition C6H26BN8O5, computed with ωB97M-V with the def2-TZVPD basis set.

As for the expectation value of S²: 0.759. The calculation puts the highest occupied orbital energy (alpha / beta) at -0.350 / -0.350 Ha. As for the LUMO energy (alpha / beta): -0.16 / -6.47 eV. As for the multiplicity: 2. The HOMO-LUMO gap (alpha / beta) is 0.34459 / 0.11246 Eh.

```
46
Properties=species:S:1:pos:R:3:mulliken_charge:R:1
B -0.71 0.20 0.12 -0.24
H -1.53 -0.37 -0.29 0.98
H -0.48 -0.10 1.13 0.25
H 0.18 0.03 -0.47 -2.09
H -0.99 1.24 0.07 0.26
C -2.86 -2.14 1.90 0.46
O -3.77 -2.75 2.35 -0.70
N -2.59 -0.91 2.13 -0.15
N -2.00 -2.65 1.13 -0.25
H -1.88 -0.44 1.59 0.39
H -3.12 -0.38 2.80 0.15
H -2.23 -3.62 0.97 0.21
H -1.08 -2.28 0.94 0.23
C -0.69 2.42 3.09 0.40
O -0.69 3.11 4.10 -0.70
N -1.73 2.13 2.37 -0.19
N 0.35 2.08 2.41 -0.21
H -2.68 2.29 2.67 0.19
H -1.51 1.64 1.52 -0.22
H 0.38 1.38 1.68 0.62
H 1.26 2.34 2.77 0.18
C 1.46 2.73 -2.21 0.39
O 1.64 3.59 -3.03 -0.65
N 0.48 2.64 -1.41 -0.05
N 2.17 1.65 -2.03 -0.12
H 0.32 1.71 -1.06 0.84
H -0.18 3.40 -1.48 0.24
H 2.94 1.54 -2.67 0.20
H 2.03 1.07 -1.21 0.16
C -0.94 -0.78 -3.44 0.48
O -1.16 -0.87 -4.61 -0.59
N -1.64 -0.01 -2.68 0.06
N -0.04 -1.37 -2.68 -0.10
H -2.42 0.51 -3.07 0.22
H -1.45 -0.08 -1.70 -1.15
H 0.08 -1.11 -1.71 0.15
H 0.63 -1.95 -3.16 0.21
C 2.66 -2.58 -0.01 -0.92
C 3.09 -1.33 0.82 -0.32
O 2.54 -0.18 0.31 -0.57
H 3.26 -2.58 -0.91 0.27
H 1.62 -2.52 -0.33 0.10
H 2.81 -3.56 0.43 0.40
H 4.18 -1.31 0.81 0.36
H 2.74 -1.52 1.83 0.30
H 1.59 -0.30 0.22 0.53
```



Number 1: molecular weight 255.3 g/mol, energy -975.45213 Ha. Number 2: molecular weight 301.1 g/mol, energy -1083.11622 Ha.